Record 1
14
Properties=species:S:1:pos:R:3 method="wB97M-V/def2-TZVPD" total_charge=0 largest_force_ev_per_a=1.54 de_lowest_kcal_mol=44.9 e_tot_ev=-8371.3345 orbital_gap_ev=10.665 e_lumo_ha=0.03672
C 1.369 -1.712 0.008
C 0.579 -0.531 -0.498
O -0.688 -0.589 0.103
C -1.335 0.633 -0.028
C -0.834 1.925 0.712
O -1.535 2.878 0.493
H 0.849 -2.642 -0.241
H 1.467 -1.658 1.096
H 2.363 -1.728 -0.441
H 1.070 0.424 -0.237
H 0.466 -0.542 -1.594
H -2.374 0.462 0.303
H -1.440 0.942 -1.094
H 0.042 2.137 1.418

Record 2
81
Properties=species:S:1:pos:R:3 method="wB97M-V/def2-TZVPD" total_charge=+3 largest_force_ev_per_a=1.30 de_lowest_kcal_mol=109.4 spin_multiplicity=5 s2=6.01 e_tot_ev=-235249.0418 orbital_gap_ev="5.987 / 6.072" e_lumo_ha="-0.30111 / -0.29816"
Pm 0.401 0.178 0.614
C -2.352 -1.946 -0.467
C -1.084 -2.684 -0.914
N 0.057 -1.770 -1.187
C 0.390 -1.552 -2.599
C -1.386 0.347 -2.843
S -1.301 1.428 -1.330
C -2.968 1.098 -0.621
C -2.990 0.181 0.611
N -2.016 -0.932 0.557
H -3.068 -2.688 -0.094
H -2.823 -1.452 -1.312
H -1.316 -3.307 -1.786
H -0.784 -3.352 -0.101
H 0.877 -2.268 -0.838
H 0.139 -2.443 -3.194
H 1.470 -1.397 -2.677
H -2.183 -0.372 -2.675
H -1.688 1.022 -3.648
H -3.608 0.749 -1.428
H -3.336 2.082 -0.332
H -4.016 -0.199 0.721
H -2.737 0.784 1.495
H -2.069 -1.408 1.464
Br 4.558 -5.153 2.839
C 3.671 -3.589 2.275
C 3.751 -3.138 0.953
C 3.002 -2.042 0.578
N 2.196 -1.362 1.411
C 2.198 -1.741 2.709
C 2.898 -2.849 3.169
C 1.412 -0.909 3.645
C 1.812 -0.784 4.970
C 1.059 -0.004 5.847
Br 1.608 0.242 7.635
C -0.106 0.589 5.354
C -0.414 0.425 4.019
N 0.326 -0.275 3.146
H 4.382 -3.646 0.242
H 3.066 -1.665 -0.439
H 2.830 -3.156 4.202
H 2.720 -1.248 5.322
H -0.738 1.175 6.001
H -1.312 0.882 3.619
N 2.345 2.328 -3.059
C 3.560 2.684 -2.461
C 4.612 3.186 -3.216
C 5.781 3.579 -2.586
C 5.928 3.434 -1.216
C 4.906 2.883 -0.458
C 3.730 2.528 -1.092
S 2.270 1.973 -0.249
N 1.570 0.847 -1.404
C 1.587 1.247 -2.685
C 0.886 0.580 -3.724
C 1.231 0.744 -5.085
C 0.606 0.138 -6.130
C -0.452 -0.749 -5.843
C -0.816 -1.010 -4.580
N -0.202 -0.378 -3.373
H 2.271 2.624 -4.021
H 4.499 3.284 -4.285
H 6.575 4.006 -3.176
H 6.840 3.750 -0.736
H 5.004 2.770 0.610
H 2.088 1.355 -5.316
H 0.914 0.308 -7.145
H -0.959 -1.271 -6.640
H -1.606 -1.697 -4.329
S -0.459 2.740 1.577
C -1.187 3.870 2.600
N -2.309 3.707 3.309
C -2.741 4.955 3.931
C -1.584 5.919 3.604
N -0.718 5.098 2.774
H -2.930 2.921 3.245
H -2.882 4.818 5.005
H -3.690 5.285 3.499
H -1.056 6.257 4.500
H -1.917 6.799 3.050
H 0.131 5.446 2.359

Record 3
45
Properties=species:S:1:pos:R:3 method="wB97M-V/def2-TZVPD" total_charge=+1 largest_force_ev_per_a=0.81 de_lowest_kcal_mol=0.0 e_tot_ev=-25295.2392 orbital_gap_ev=9.400 e_lumo_ha=-0.09743
C 2.833 3.165 1.746
H 3.628 3.533 2.389
C 3.269 1.868 1.076
C 2.249 1.344 0.058
C 0.927 0.953 0.724
H 1.150 0.432 1.656
H 0.365 1.851 0.981
C 0.002 0.033 -0.102
C 0.707 -1.292 -0.353
O 1.259 -1.560 -1.417
O 0.666 -2.075 0.679
C 1.371 -3.333 0.642
C 2.806 -3.157 1.109
H 3.290 -4.128 1.143
H 3.358 -2.518 0.424
H 2.829 -2.719 2.104
H 1.337 -3.729 -0.377
H 0.813 -3.982 1.318
H -0.865 -0.180 0.531
C -0.527 0.660 -1.402
N 0.546 0.650 -2.443
H 0.992 -0.332 -2.322
H 1.265 1.356 -2.254
H 0.163 0.776 -3.383
H -0.828 1.693 -1.200
C -1.731 -0.119 -1.952
C -2.882 -0.116 -0.975
C -3.165 -1.241 -0.211
C -4.210 -1.236 0.695
C -4.968 -0.085 0.830
C -4.709 1.049 0.079
C -3.663 1.024 -0.823
H -3.464 1.899 -1.424
H -5.326 1.924 0.201
F -5.977 -0.069 1.709
H -4.445 -2.105 1.288
H -2.575 -2.138 -0.331
H -1.434 -1.147 -2.164
H -2.060 0.345 -2.885
H 2.086 2.139 -0.678
H 2.689 0.478 -0.443
H 4.214 2.038 0.556
H 3.445 1.105 1.836
H 2.618 3.930 1.004
H 1.949 3.016 2.360